1) The following is a DFT calculation (ωB97M-V/def2-TZVPD) of a 2-piece molecular cluster, C10H17ClN2O2 overall.

Calculated values
Gap between HOMO and LUMO: 7.36 eV
Total charge: 0

Last column: natural (NBO) charge in e.
Atoms and positions in Å:
C: -2.322 -2.299 2.189  -0.418
N: -0.995 -2.941 2.156  -0.297
C: -0.911 -4.411 2.280  -0.427
C: 0.073 -2.205 2.022  0.189
Cl: 1.635 -2.795 2.229  0.125
H: -3.069 -3.095 2.174  0.215
H: -2.435 -1.705 3.106  0.235
H: -2.434 -1.638 1.323  0.262
H: -1.935 -4.780 2.304  0.222
H: -0.379 -4.829 1.419  0.242
H: -0.391 -4.692 3.201  0.230
H: 0.001 -1.147 1.743  0.325
C: 0.574 3.344 -2.566  -0.600
C: 0.799 2.195 -1.587  -0.039
C: 2.300 2.092 -1.291  -0.613
C: -0.009 2.440 -0.290  -0.512
C: -0.078 1.215 0.653  0.674
O: -0.250 1.403 1.865  -0.681
N: 0.029 -0.036 0.137  -0.761
C: 0.186 -0.300 -1.189  0.674
O: 0.247 -1.457 -1.625  -0.668
C: 0.265 0.873 -2.193  -0.512
H: -0.489 3.452 -2.809  0.204
H: 0.927 4.291 -2.139  0.207
H: 1.123 3.168 -3.500  0.207
H: 2.527 1.279 -0.594  0.217
H: 2.849 1.911 -2.225  0.205
H: 2.660 3.034 -0.857  0.205
H: 0.410 3.291 0.263  0.226
H: -1.042 2.705 -0.576  0.219
H: -0.754 1.062 -2.576  0.219
H: 0.887 0.574 -3.047  0.226



2) The following is a DFT calculation (ωB97M-V/def2-TZVPD) of a 2-piece molecular cluster, C10H17ClN2O2 overall.

Calculated values
Gap between HOMO and LUMO: 9.13 eV
Total charge: 0

Last column: natural (NBO) charge in e.
Atoms and positions in Å:
C: -2.109 0.485 1.165  -0.398
N: -0.765 -0.120 0.977  -0.441
C: -0.698 -1.523 1.449  -0.409
C: 0.264 0.697 1.021  0.239
Cl: 1.810 0.006 0.603  0.063
H: -2.842 -0.288 1.164  0.208
H: -2.089 0.990 2.118  0.205
H: -2.334 1.201 0.392  0.228
H: -1.723 -1.908 1.548  0.216
H: -0.153 -2.215 0.764  0.231
H: -0.214 -1.536 2.448  0.202
H: 0.167 1.653 1.630  0.274
C: 0.584 5.648 -3.081  -0.596
C: 0.812 4.495 -2.099  -0.063
C: 2.298 4.371 -1.770  -0.608
C: 0.044 4.763 -0.827  -0.494
C: -0.008 3.534 0.139  0.681
O: -0.255 3.768 1.385  -0.676
N: 0.128 2.270 -0.319  -0.623
C: 0.261 1.991 -1.638  0.687
O: 0.278 0.826 -2.040  -0.622
C: 0.312 3.165 -2.659  -0.503
H: -0.490 5.752 -3.308  0.207
H: 0.931 6.595 -2.638  0.212
H: 1.125 5.479 -4.024  0.212
H: 2.481 3.554 -1.069  0.214
H: 2.884 4.176 -2.670  0.211
H: 2.671 5.290 -1.314  0.210
H: 0.437 5.608 -0.251  0.241
H: -1.000 5.015 -1.051  0.230
H: -0.711 3.296 -3.038  0.227
H: 0.902 2.819 -3.521  0.238



Order of stability, best first: 1), 2)



1) The following is a DFT calculation (ωB97M-V/def2-TZVPD) of an isolated ion of composition C6H12N3O2 and charge +1.

Calculated values
Gap between HOMO and LUMO (alpha / beta): 7.69 / 7.69 eV
Total charge: +1

Last column: natural (NBO) charge in e.
Atoms and positions in Å:
C: -2.600 0.006 1.073  0.079
N: -2.252 0.547 0.016  -0.449
C: -1.260 0.461 -0.812  0.374
C: 0.302 0.382 -0.507  -0.135
C: 0.932 -0.072 0.780  0.349
O: 2.197 -0.371 0.405  -0.711
O: 0.165 -1.121 1.336  -0.544
C: 0.724 -1.563 2.588  -0.293
C: 1.023 0.851 -1.700  -0.259
N: -0.079 1.212 -2.665  -0.326
N: -1.324 0.681 -2.221  -0.455
H: -3.534 0.427 1.596  0.190
H: -2.256 -0.964 1.607  0.202
H: 1.025 0.707 1.697  0.132
H: 2.680 -0.688 1.159  0.492
H: 1.810 -2.129 2.427  0.162
H: -0.021 -2.438 2.819  0.234
H: 0.979 -0.838 3.317  0.195
H: 1.655 1.720 -1.416  0.248
H: 1.637 0.165 -2.318  0.229
H: -0.155 2.250 -2.766  0.440
H: 0.069 0.793 -3.586  0.441
H: -1.719 -0.018 -2.829  0.408



2) The following is a DFT calculation (ωB97M-V/def2-TZVPD) of an isolated ion of composition C6H12N3O2 and charge +1.

Calculated values
Gap between HOMO and LUMO: 11.12 eV
Total charge: +1

Last column: natural (NBO) charge in e.
Atoms and positions in Å:
C: -1.681 -2.397 0.961  -0.419
N: -0.873 -1.232 0.625  -0.476
C: 0.151 -0.809 1.433  0.834
O: 0.626 -1.226 2.418  -0.466
N: 0.587 0.592 0.733  -0.327
C: 1.945 1.025 0.931  -0.445
N: -0.006 0.593 -0.542  -0.117
C: -0.683 1.883 -0.797  -0.417
C: 0.891 0.248 -1.667  -0.438
C: -1.079 -0.518 -0.493  0.837
O: -1.869 -0.627 -1.363  -0.482
H: -1.070 -3.299 0.913  0.239
H: -2.072 -2.286 1.971  0.244
H: -2.498 -2.465 0.246  0.253
H: 2.688 0.416 0.409  0.201
H: 2.039 2.068 0.635  0.223
H: 2.131 0.955 2.001  0.268
H: -1.314 2.130 0.055  0.249
H: 0.061 2.665 -0.930  0.238
H: -1.296 1.799 -1.693  0.254
H: 0.296 0.142 -2.573  0.261
H: 1.627 1.037 -1.812  0.246
H: 1.400 -0.694 -1.463  0.239



Order of stability, best first: 2), 1)



1) The following is a DFT calculation (ωB97M-V/def2-TZVPD) of one molecule with the formula C5H3FOS.

Calculated values
Gap between HOMO and LUMO: 7.76 eV
Total charge: 0

Last column: natural (NBO) charge in e.
Atoms and positions in Å:
F: 0.644 -2.138 0.508  -0.313
C: 0.623 -0.825 0.081  0.342
C: 1.869 -0.210 -0.053  -0.202
C: 1.825 1.182 -0.280  -0.320
C: 0.733 1.896 -0.582  0.194
O: -0.457 1.292 -0.489  -0.447
C: -0.673 -0.063 -0.119  0.079
S: -2.162 -0.417 0.411  -0.005
H: 2.655 -0.820 -0.144  0.229
H: 2.752 1.587 -0.346  0.218
H: 0.785 2.929 -1.038  0.224



2) The following is a DFT calculation (ωB97M-V/def2-TZVPD) of one molecule with the formula C5H3FOS.

Calculated values
Gap between HOMO and LUMO: 7.93 eV
Total charge: 0

Last column: natural (NBO) charge in e.
Atoms and positions in Å:
C: 2.172 1.668 -0.581  -0.094
C: 1.443 0.754 -0.291  -0.107
C: 0.668 -0.371 0.138  -0.160
S: 1.324 -1.893 0.020  0.088
C: -0.753 -0.148 0.683  0.059
F: -1.094 1.163 0.770  -0.317
C: -1.720 -0.838 -0.295  0.406
O: -2.451 -0.203 -0.993  -0.468
H: 2.904 2.445 -0.699  0.247
H: -0.875 -0.631 1.635  0.209
H: -1.618 -1.947 -0.390  0.138



Order of stability, best first: 1), 2)